(1)
The following is a DFT calculation (wB97M-V/def2-TZVPD) of C47H48ClF5IMnN7O4S2 as an isolated structure.

Highest occupied orbital energy (alpha / beta) ... -7.272 / -7.314 eV
2S+1 ... 6
Net charge ... 0

Cartesian coordinates (Å):
Mn  1.01  -0.91  -0.14
C  -1.44  -0.17  -3.88
C  -0.67  1.04  -3.46
N  -1.03  2.21  -3.92
C  -0.38  3.32  -3.49
C  0.63  3.30  -2.57
C  1.27  4.60  -2.16
O  1.11  4.90  -0.78
C  1.02  2.04  -2.02
C  2.05  2.02  -1.01
N  2.47  1.01  -0.32
C  3.59  1.26  0.50
C  4.66  2.05  0.05
C  5.76  2.30  0.84
C  5.85  1.75  2.11
C  4.83  0.94  2.57
C  3.72  0.70  1.76
I  2.23  -0.55  2.51
C  0.39  0.87  -2.50
O  0.66  -0.30  -2.07
H  -2.14  0.10  -4.66
H  -1.97  -0.62  -3.03
H  -0.76  -0.94  -4.24
H  -0.70  4.26  -3.93
H  0.87  5.40  -2.79
H  2.35  4.58  -2.32
H  0.16  4.89  -0.58
H  2.49  3.00  -0.80
H  4.63  2.44  -0.96
H  6.57  2.91  0.45
H  6.72  1.93  2.73
H  4.89  0.48  3.55
F  -2.71  -5.78  3.63
C  -2.24  -5.11  2.58
C  -1.31  -4.10  2.75
F  -0.88  -3.77  3.98
C  -0.85  -3.42  1.64
F  0.01  -2.39  1.84
C  -1.25  -3.68  0.33
S  -0.55  -2.80  -1.01
C  -2.19  -4.70  0.21
F  -2.66  -5.04  -1.00
C  -2.68  -5.40  1.30
F  -3.58  -6.37  1.13
C  0.57  -6.98  -1.97
C  1.84  -6.77  -1.15
C  2.06  -5.32  -0.72
N  2.18  -4.48  -1.90
C  2.54  -3.21  -1.89
S  3.13  -2.46  -0.48
N  2.53  -2.47  -3.04
C  1.97  -2.69  -4.31
O  1.68  -1.73  -4.99
C  1.81  -4.08  -4.83
C  0.58  -4.44  -5.36
C  0.41  -5.71  -5.90
C  1.48  -6.60  -5.94
C  2.71  -6.23  -5.42
C  2.88  -4.97  -4.86
H  0.36  -8.04  -2.10
H  0.65  -6.56  -2.98
H  -0.29  -6.51  -1.50
H  2.71  -7.11  -1.72
H  1.81  -7.38  -0.25
H  2.96  -5.22  -0.12
H  1.21  -4.96  -0.13
H  1.70  -4.82  -2.73
H  2.62  -1.47  -2.85
H  -0.23  -3.73  -5.35
H  -0.55  -5.99  -6.31
H  1.34  -7.58  -6.36
H  3.54  -6.92  -5.46
H  3.84  -4.68  -4.44
C  -3.19  5.89  3.26
C  -1.77  5.83  2.69
C  -0.86  6.58  3.67
C  -1.77  6.59  1.36
C  -1.23  4.36  2.48
O  0.05  4.44  1.83
C  -1.03  3.54  3.77
C  -2.23  2.97  4.53
C  -2.84  1.75  3.89
C  -4.17  1.74  3.47
C  -4.72  0.61  2.86
C  -3.93  -0.51  2.69
Cl  -4.58  -1.91  1.90
C  -2.62  -0.53  3.12
C  -2.08  0.60  3.71
C  -2.12  3.64  1.46
N  -1.67  2.32  1.06
C  -0.47  1.74  1.04
N  -0.57  0.54  0.49
C  -1.88  0.45  0.15
N  -2.58  1.51  0.48
H  -3.54  6.92  3.21
H  -3.24  5.59  4.31
H  -3.91  5.29  2.70
H  -1.22  7.61  3.76
H  0.17  6.65  3.32
H  -0.86  6.15  4.67
H  -1.86  7.66  1.56
H  -2.62  6.32  0.73
H  -0.85  6.43  0.80
H  0.66  4.89  2.42
H  -0.43  4.16  4.44
H  -0.38  2.71  3.50
H  -3.00  3.72  4.71
H  -1.86  2.68  5.52
H  -4.78  2.62  3.60
H  -5.74  0.61  2.52
H  -2.02  -1.42  2.98
H  -1.05  0.58  4.05
H  -2.20  4.25  0.56
H  -3.12  3.49  1.87
H  0.43  2.21  1.40
H  -2.30  -0.42  -0.33

(2)
The following is a DFT calculation (wB97M-V/def2-TZVPD) of C47H48GeIrNPS4 as an isolated structure.

Highest occupied orbital energy (alpha / beta) ... -6.049 / -7.807 eV
2S+1 ... 6
Net charge ... 0

Cartesian coordinates (Å):
Ir  -0.17  -0.10  -0.28
C  -3.53  1.84  0.45
C  -3.99  0.40  0.30
S  -2.79  -0.87  0.77
C  -3.02  -0.97  2.57
C  -2.35  0.12  3.41
S  -0.59  0.14  3.00
C  0.02  1.54  3.99
C  1.01  2.38  3.18
S  1.98  1.47  1.95
C  0.43  2.95  0.16
C  -1.00  3.01  0.69
S  -2.03  2.15  -0.51
H  -3.33  2.09  1.49
H  -4.33  2.50  0.10
H  -4.22  0.19  -0.75
H  -4.90  0.22  0.87
H  -2.61  -1.94  2.84
H  -4.10  -1.00  2.76
H  -2.50  -0.11  4.46
H  -2.80  1.10  3.21
H  0.50  1.15  4.88
H  -0.83  2.15  4.30
H  1.75  2.81  3.86
H  0.52  3.22  2.70
H  0.39  3.23  -0.90
H  1.02  3.74  0.64
H  -1.33  4.04  0.81
H  -1.11  2.47  1.63
N  -2.17  0.51  -7.48
C  -1.83  0.37  -6.39
C  -1.41  0.19  -5.03
C  -0.32  0.88  -4.57
C  0.18  0.69  -3.18
C  -0.70  -0.15  -2.30
C  -1.78  -0.81  -2.84
C  -2.14  -0.69  -4.20
H  0.21  1.55  -5.23
H  0.28  1.68  -2.72
H  -2.40  -1.44  -2.21
H  -2.99  -1.22  -4.60
C  1.14  1.58  0.30
Ge  2.77  1.73  -0.88
C  4.25  0.71  -0.11
C  3.99  -0.56  0.38
C  4.99  -1.34  0.94
C  6.29  -0.85  0.99
C  6.57  0.41  0.49
C  5.55  1.19  -0.05
C  2.65  1.12  -2.74
C  1.65  0.08  -3.16
C  1.97  -0.57  -4.46
C  2.95  -0.11  -5.28
C  3.75  0.99  -4.90
C  3.60  1.55  -3.61
C  3.27  3.63  -0.90
C  3.90  4.20  0.20
C  4.18  5.56  0.23
C  3.81  6.37  -0.84
C  3.18  5.81  -1.94
C  2.92  4.45  -1.97
H  2.97  -0.94  0.36
H  4.77  -2.32  1.35
H  7.08  -1.45  1.42
H  7.58  0.80  0.53
H  5.79  2.18  -0.43
H  1.60  -0.70  -2.38
H  1.37  -1.42  -4.75
H  3.12  -0.59  -6.23
H  4.52  1.36  -5.56
H  4.30  2.32  -3.31
H  4.18  3.59  1.04
H  4.67  6.00  1.09
H  4.03  7.43  -0.82
H  2.90  6.43  -2.78
H  2.42  4.03  -2.84
C  -0.88  -3.49  0.18
P  0.57  -2.38  0.02
C  1.65  -3.08  1.32
C  2.13  -2.27  2.33
C  2.93  -2.79  3.33
C  3.25  -4.14  3.33
C  2.77  -4.96  2.32
C  1.97  -4.44  1.32
C  1.34  -3.06  -1.50
C  0.53  -3.33  -2.61
C  1.08  -3.80  -3.79
C  2.45  -3.99  -3.89
C  3.26  -3.71  -2.80
C  2.71  -3.25  -1.62
H  -0.59  -4.53  0.00
H  -1.66  -3.21  -0.53
H  -1.28  -3.40  1.19
H  1.90  -1.21  2.32
H  3.31  -2.14  4.11
H  3.88  -4.55  4.11
H  3.02  -6.02  2.32
H  1.62  -5.09  0.53
H  -0.54  -3.15  -2.56
H  0.44  -4.00  -4.64
H  2.88  -4.34  -4.82
H  4.33  -3.85  -2.88
H  3.36  -3.06  -0.78

(3)
The following is a DFT calculation (wB97M-V/def2-TZVPD) of C47H49Br2CoN4O2 as an isolated structure.

Highest occupied orbital energy (alpha / beta) ... -4.628 / -4.633 eV
2S+1 ... 4
Net charge ... -1

Cartesian coordinates (Å):
Co  0.33  0.43  -0.71
C  -0.42  -0.37  -5.46
C  0.57  -0.81  -4.37
C  1.98  -0.90  -4.95
C  0.19  -2.10  -3.68
C  -0.41  -3.12  -4.41
C  -0.63  -4.36  -3.85
C  -0.23  -4.61  -2.55
C  0.36  -3.61  -1.78
C  0.86  -3.96  -0.39
C  0.01  -5.03  0.31
C  2.31  -4.47  -0.45
C  0.55  -2.32  -2.34
N  1.07  -1.29  -1.50
C  2.40  -1.21  -1.37
O  3.26  -1.71  -2.10
C  2.84  -0.47  -0.12
C  4.19  -0.42  0.18
C  4.57  0.10  1.40
C  3.58  0.41  2.31
C  2.23  0.30  1.97
N  1.88  -0.04  0.71
C  1.28  0.30  3.17
O  1.85  0.10  4.26
N  0.00  0.35  2.95
C  -1.01  0.12  3.84
C  -1.38  0.95  4.92
C  -2.52  0.64  5.66
C  -3.31  -0.46  5.38
C  -2.97  -1.27  4.31
C  -1.84  -1.00  3.55
C  -1.41  -1.92  2.43
C  -0.30  -2.84  2.95
C  -2.56  -2.74  1.83
C  -0.55  2.11  5.47
C  0.13  2.99  4.43
C  0.47  1.55  6.47
H  -0.24  0.67  -5.73
H  -1.45  -0.46  -5.11
H  -0.31  -0.97  -6.37
H  0.60  -0.03  -3.62
H  2.04  -1.67  -5.73
H  2.69  -1.16  -4.16
H  2.27  0.06  -5.38
H  -0.71  -2.94  -5.44
H  -1.08  -5.16  -4.44
H  -0.37  -5.59  -2.13
H  0.84  -3.05  0.22
H  0.20  -6.02  -0.11
H  -1.06  -4.83  0.23
H  0.27  -5.08  1.37
H  2.34  -5.43  -0.98
H  2.69  -4.63  0.56
H  2.96  -3.78  -0.97
H  4.89  -0.81  -0.54
H  5.61  0.21  1.66
H  3.81  0.69  3.33
H  -2.78  1.28  6.49
H  -4.18  -0.68  5.99
H  -3.59  -2.13  4.07
H  -0.98  -1.30  1.63
H  -0.72  -3.55  3.67
H  0.47  -2.25  3.45
H  0.17  -3.39  2.14
H  -2.85  -3.56  2.49
H  -2.25  -3.17  0.87
H  -3.44  -2.12  1.65
H  -1.25  2.75  6.02
H  1.04  2.53  4.05
H  -0.54  3.18  3.59
H  0.40  3.96  4.87
H  1.14  0.87  5.96
H  -0.04  1.01  7.27
H  1.06  2.36  6.91
C  -4.28  2.60  0.60
C  -2.83  2.93  0.36
C  -2.39  4.22  0.11
C  -1.03  4.45  0.01
C  -0.17  3.38  0.16
Br  1.66  3.76  0.46
N  -0.56  2.11  0.25
C  -1.89  1.93  0.38
H  -4.86  3.51  0.78
H  -4.38  1.95  1.47
H  -4.70  2.09  -0.26
H  -3.09  5.04  0.02
H  -0.63  5.45  -0.13
H  -2.21  0.91  0.53
Br  -1.88  0.50  -2.26
C  -1.21  2.07  -3.14
C  -2.08  2.78  -3.92
C  -1.60  3.87  -4.67
C  -0.27  4.17  -4.66
C  0.64  3.43  -3.88
C  2.03  3.70  -3.91
C  2.89  2.97  -3.15
C  2.40  1.97  -2.28
C  1.06  1.67  -2.17
C  0.17  2.38  -3.03
H  -3.12  2.48  -3.98
H  -2.30  4.44  -5.27
H  0.12  4.99  -5.26
H  2.38  4.51  -4.55
H  3.96  3.16  -3.19
H  3.13  1.46  -1.67

(4)
The following is a DFT calculation (wB97M-V/def2-TZVPD) of C47H49LaN8O3S6Si as an isolated structure.

Highest occupied orbital energy ... -1.800 eV
Net charge ... -2

Cartesian coordinates (Å):
La  0.82  0.13  0.15
C  -0.25  -5.06  0.85
C  0.30  -3.79  0.61
N  -0.16  -2.70  1.19
C  -1.19  -2.82  2.05
C  -1.79  -4.04  2.36
C  -1.29  -5.19  1.73
C  -2.88  -4.09  3.30
C  -3.33  -2.97  3.89
C  -2.74  -1.69  3.59
C  -3.17  -0.50  4.20
C  -2.57  0.68  3.86
C  -1.54  0.67  2.91
N  -1.11  -0.43  2.33
C  -1.69  -1.61  2.67
H  0.17  -5.92  0.33
H  1.12  -3.65  -0.08
H  -1.73  -6.16  1.94
H  -3.33  -5.05  3.52
H  -4.15  -3.01  4.60
H  -3.97  -0.53  4.92
H  -2.88  1.62  4.30
H  -1.07  1.58  2.58
C  -1.47  -4.95  -4.58
C  -0.48  -3.89  -5.07
N  0.59  -3.65  -4.10
C  1.80  -4.43  -4.28
C  2.79  -3.76  -5.22
C  0.47  -2.67  -3.14
S  1.77  -2.34  -2.11
N  -0.72  -2.02  -3.22
C  -1.20  -1.23  -2.27
O  -0.90  -1.23  -1.05
C  -2.31  -0.30  -2.71
C  -3.05  0.37  -1.75
C  -4.07  1.23  -2.11
C  -4.36  1.43  -3.46
C  -3.61  0.78  -4.43
C  -2.58  -0.08  -4.06
H  -2.25  -5.12  -5.33
H  -1.93  -4.60  -3.66
H  -0.96  -5.90  -4.39
H  -1.00  -2.96  -5.24
H  -0.01  -4.21  -6.01
H  1.50  -5.41  -4.66
H  2.26  -4.56  -3.30
H  2.35  -3.60  -6.21
H  3.69  -4.37  -5.34
H  3.08  -2.79  -4.81
H  -2.78  0.22  -0.71
H  -4.62  1.77  -1.35
H  -5.14  2.12  -3.75
H  -3.81  0.96  -5.48
H  -1.97  -0.59  -4.80
S  1.26  0.95  -2.77
C  2.96  1.06  -2.68
S  3.69  1.04  -1.12
C  3.73  1.17  -3.86
C  3.14  1.21  -5.16
N  2.71  1.26  -6.23
C  5.16  1.24  -3.82
N  6.32  1.31  -3.85
C  2.67  -3.11  3.20
N  3.84  -2.61  2.50
C  3.68  -1.89  1.35
N  4.79  -1.37  0.78
O  2.57  -1.82  0.82
H  2.89  -3.19  4.26
H  2.37  -4.09  2.83
H  1.83  -2.43  3.06
H  4.69  -2.49  3.03
H  5.59  -1.16  1.35
H  4.62  -0.73  0.00
C  3.63  0.13  4.57
Si  2.56  1.49  3.79
C  3.43  3.10  4.34
C  1.00  1.47  4.85
C  2.42  1.27  1.99
H  3.87  0.36  5.62
H  4.57  0.02  4.02
H  3.10  -0.83  4.56
H  3.73  3.08  5.39
H  2.76  3.95  4.20
H  4.32  3.27  3.72
H  1.25  1.59  5.91
H  0.46  0.52  4.74
H  0.32  2.28  4.57
H  3.38  0.82  1.70
H  2.43  2.26  1.53
O  -0.80  2.04  0.26
C  -1.24  3.35  0.22
C  -0.14  4.34  0.61
C  0.54  5.24  -0.17
C  1.57  5.93  0.54
C  1.65  5.55  1.84
S  0.49  4.35  2.21
C  -1.77  3.77  -1.17
C  -2.81  4.60  -1.48
C  -2.95  4.82  -2.88
C  -2.01  4.13  -3.60
S  -0.97  3.23  -2.59
C  -2.48  3.51  1.14
C  -3.49  2.60  1.23
C  -4.59  3.05  2.02
C  -4.40  4.30  2.52
S  -2.87  4.92  2.05
H  0.33  5.39  -1.22
H  2.23  6.65  0.08
H  2.35  5.88  2.59
H  -3.46  5.05  -0.74
H  -3.72  5.43  -3.33
H  -1.89  4.08  -4.67
H  -3.44  1.64  0.73
H  -5.48  2.46  2.21
H  -5.05  4.88  3.16

no.,maximum force (eV/Å)
1,0.66
2,0.44
3,1.86
4,0.84